A molecular structure, C24H17ClF3N2O4PTi at a distorted geometry, computed with ωB97M-V/def2-TZVPD.

Geometry (Å):
Ti -0.06 1.61 -0.37
Cl 2.49 1.51 -0.09
P 0.76 -0.88 -0.52
F 0.65 3.88 0.44
F -0.43 4.31 -1.43
F 1.67 3.82 -1.51
O -6.04 3.43 -1.20
O -1.02 0.96 -1.80
O -5.83 1.27 -0.70
O -3.08 0.59 -2.59
N -2.27 3.44 0.86
N -1.74 2.51 0.06
C 2.56 -1.11 -0.63
C -2.74 2.02 -0.70
C 3.21 -2.29 -0.98
C -0.83 -5.15 -1.02
C -0.49 -4.72 0.25
C -0.21 -3.02 -1.92
C 4.59 -2.31 -1.11
C 0.14 -2.58 -0.65
C 5.34 -1.16 -0.90
C -3.60 3.58 0.63
C -0.68 -4.31 -2.11
C -0.53 0.41 1.53
C 0.60 -0.41 1.25
C 0.44 1.00 3.66
C 1.53 0.17 3.40
C -0.02 -3.43 0.44
C -0.59 1.10 2.75
C 4.71 0.03 -0.57
C -3.95 2.67 -0.34
C 0.50 3.45 -0.93
C -2.31 1.10 -1.80
C -5.34 2.36 -0.78
C 3.33 0.04 -0.45
C 1.62 -0.51 2.20
H 5.27 0.94 -0.43
H 2.63 -3.18 -1.17
H 0.40 1.54 4.59
H 2.31 0.06 4.14
H -0.95 -4.64 -3.10
H 0.23 -3.09 1.44
H -1.22 -6.15 -1.16
H -1.48 1.69 3.00
H -4.20 4.26 1.20
H 2.48 -1.13 1.99
H -1.68 3.99 1.47
H 5.09 -3.23 -1.38
H 6.41 -1.18 -1.00
H -5.49 4.22 -1.27
H -1.45 0.22 0.96
H -0.61 -5.38 1.10
H -0.11 -2.34 -2.76

Computed properties:
Energy above the lowest of the compared OMol25 structures with the same formula, charge and spin, eV: 2.9939
Kohn-Sham gap (spin up / spin down), Ha: 0.220 / 0.317
E_HOMO (spin up / spin down), eV: -5.9 / -8.9
LUMO (spin up / spin down), eV: 0.1 / -0.2
Spin multiplicity: 3

***

2 unconnected molecules or ions with the total composition C8H20NOP at a distorted geometry, computed with ωB97M-V/def2-TZVPD.

Geometry (Å):
P 0.05 -0.75 0.74
O -1.19 -1.01 0.07
N -2.09 -1.05 -3.44
C -2.10 0.40 -3.85
C -0.51 -2.21 2.92
C -1.27 1.31 -3.03
C 0.52 -1.33 2.20
C 1.95 -1.28 2.72
C 2.30 1.05 0.26
C 0.80 0.91 0.26
C 0.22 1.73 1.32
H 2.56 2.06 0.23
H -0.18 -3.22 2.84
H 1.78 -1.51 3.83
H 0.61 1.57 2.38
H -1.35 2.27 -3.50
H 2.70 0.72 1.25
H -1.75 1.34 -2.02
H -0.96 1.58 1.38
H -0.21 0.93 -3.13
H -1.16 -1.37 -3.56
H -3.12 0.59 -3.77
H 0.41 2.75 1.13
H -0.38 -2.11 4.06
H 0.30 1.01 -0.67
H 2.44 -1.99 2.18
H 2.79 0.54 -0.58
H -2.21 -1.12 -2.36
H -1.53 -1.97 2.60
H 2.52 -0.31 2.55
H -1.94 0.47 -4.99

Computed properties:
Energy above the lowest of the compared OMol25 structures with the same formula, charge and spin, eV: 4.3282
Kohn-Sham gap, Ha: 0.316
E_HOMO, eV: -8.1
LUMO, eV: 0.4

***

A molecular structure, C37H94GaN2O15S at a distorted geometry, computed with ωB97M-V/def2-TZVPD.

Geometry (Å):
Ga -1.70 -1.72 -6.19
S -2.82 -3.78 -6.17
O -2.82 0.77 -4.99
O -3.24 -4.03 -7.62
O -1.05 -1.53 -8.00
O 9.06 -1.18 -1.55
O 4.04 0.96 -2.21
O 0.96 -1.51 -8.58
O -1.73 1.41 8.53
O 6.22 4.28 -3.57
O -3.74 -7.52 -4.62
O 1.54 -1.85 7.53
O -5.37 1.44 4.72
O -4.10 -3.55 -5.35
O 0.43 -4.22 -2.22
O -3.06 2.66 -1.73
O -4.56 5.14 1.96
N 0.11 -2.22 -8.10
N 1.86 -2.49 -1.49
C -0.07 -1.65 -4.97
C -3.44 0.57 -3.70
C 4.80 0.89 -1.01
C -0.96 1.35 9.73
C -5.92 4.71 1.87
C -2.90 4.70 -0.47
C -6.01 -6.76 -4.40
C -1.06 2.67 10.47
C 6.38 6.32 -2.30
C -1.79 -5.18 -5.54
C -5.34 -9.10 -3.75
C 3.00 -3.47 -1.43
C 0.42 -2.55 6.99
C 10.22 0.48 -0.24
C 0.57 -3.18 -1.55
C -6.85 5.87 2.19
C 6.25 0.55 -1.34
C 1.24 -0.43 -2.95
C 0.69 -2.90 5.54
C 0.48 1.01 9.39
C 5.58 5.52 -3.32
C -3.87 4.67 -2.78
C -6.04 -0.05 6.49
C 5.43 6.28 -4.63
C -3.14 -0.29 -5.92
C -3.71 3.90 -1.48
C -5.10 -7.94 -4.71
C -3.68 0.78 6.30
C 0.14 -3.79 7.83
C 11.43 -1.47 -1.27
C -5.15 1.11 6.09
C -0.12 -0.62 -3.76
C -6.14 3.54 2.83
C -0.62 -2.58 -0.69
C 4.70 2.22 -0.27
C 10.14 -0.99 -0.63
C 2.13 -1.72 -2.77
H -4.36 1.24 -3.57
H -4.38 5.62 -2.63
H 4.92 7.24 -4.47
H -0.68 3.49 9.86
H -0.17 -3.42 5.09
H 6.49 5.75 -1.37
H -7.90 5.57 2.12
H 0.54 0.06 8.85
H 6.41 6.48 -5.08
H 4.00 -2.93 -1.32
H -0.29 -2.30 0.37
H -3.05 1.62 6.00
H -6.67 6.70 1.51
H -2.19 2.85 -2.10
H -4.40 5.44 2.86
H 4.86 5.70 -5.35
H 1.57 -3.55 5.45
H 5.90 7.27 -2.08
H -2.89 4.87 -3.24
H 5.26 2.19 0.67
H 2.92 -4.16 -0.53
H -5.93 3.84 3.86
H -0.44 -1.87 7.05
H 10.39 1.11 -1.12
H -5.15 0.67 4.19
H -6.66 6.25 3.20
H 4.37 0.10 -0.39
H -0.36 0.41 -4.22
H 7.39 6.51 -2.67
H 11.64 -0.90 -2.19
H 3.21 -1.35 -2.66
H -1.43 -3.36 -0.64
H 3.08 -4.09 -2.38
H 2.14 -2.44 -3.64
H 11.35 -2.52 -1.56
H 0.94 -0.08 -1.90
H -4.12 -0.79 -5.62
H -6.37 -9.45 -3.81
H 0.05 -2.70 -4.50
H -7.09 0.20 6.33
H -7.17 3.17 2.78
H 9.28 0.81 0.21
H -2.79 4.14 0.46
H -5.41 1.99 6.68
H 2.30 -2.44 7.48
H 4.42 1.66 -2.76
H -3.38 -0.08 5.68
H -3.35 0.18 -6.95
H -6.09 4.37 0.85
H -5.90 -0.32 7.54
H -7.06 -7.05 -4.47
H 1.09 0.93 10.30
H 4.59 5.30 -2.91
H 0.92 -1.47 -5.52
H -5.46 2.72 2.59
H 6.69 1.31 -1.99
H 6.30 -0.40 -1.87
H -1.39 0.55 10.34
H -2.11 2.91 10.70
H -0.73 -4.33 7.45
H -1.92 -6.06 -6.25
H 0.89 -2.00 4.95
H 9.24 -0.64 -2.33
H 1.01 -4.46 7.82
H 7.10 4.46 -3.93
H -3.58 -7.22 -3.71
H -0.71 -4.87 -5.50
H 0.92 1.77 8.74
H -5.13 -8.80 -2.72
H -1.07 -1.64 -1.14
H -3.66 -0.53 -3.54
H -3.47 0.54 7.34
H 5.09 3.03 -0.89
H -2.21 -5.52 -4.54
H -5.82 -5.94 -5.08
H 9.92 -1.60 0.25
H -0.04 -3.52 8.87
H 6.85 0.47 -0.43
H -0.50 2.65 11.41
H -4.44 4.08 -3.51
H -3.39 5.65 -0.24
H -1.02 -0.89 -3.11
H -5.83 -6.39 -3.38
H -2.68 0.88 -2.92
H -5.27 -8.27 -5.74
H -4.66 -9.93 -3.98
H -1.89 4.90 -0.84
H -5.83 -0.93 5.88
H 11.03 0.65 0.48
H -4.70 3.68 -1.06
H 1.82 0.45 -3.39
H 3.66 2.46 -0.05
H -1.36 2.12 7.98
H 12.28 -1.35 -0.59

Computed properties:
Kohn-Sham gap, Ha: 0.243
E_HOMO, eV: -4.9
LUMO, eV: 1.7
Charge: -1

***

Number 1: electronic energy -3285.83338 Eh. Number 2: electronic energy -788.06287 Eh. Number 3: electronic energy -5027.06393 Eh.